[1]
Formula: C4H9NO
Source: the Open Molecules 2025 dataset
Level of theory: ωB97M-V/def2-TZVPD

Geometry as XYZ:
```
15
Properties=species:S:1:pos:R:3:lowdin_charge:R:1
C -0.60 -2.03 -0.25 -0.097
C 0.24 -1.06 0.57 -0.279
N -0.69 -0.13 1.25 0.077
C -0.88 0.93 0.59 -0.262
O -0.27 1.14 -0.62 -0.169
C 0.89 1.95 -0.57 -0.090
H -1.08 -1.51 -1.09 0.073
H -0.01 -2.86 -0.67 0.071
H -1.38 -2.44 0.39 0.072
H 0.97 -0.58 -0.08 0.096
H 0.80 -1.58 1.35 0.103
H -1.56 1.73 0.89 0.131
H 0.62 2.99 -0.74 0.086
H 1.53 1.60 -1.39 0.092
H 1.44 1.86 0.38 0.097
```

Computed properties:
* HOMO-LUMO gap: 11.06 eV
* structure (SMILES): CC/N=C\OC
* energy relative to the best compared isomer or geometry (same formula, charge and spin): 194.51 kJ/mol

[2]
Formula: C18H27GeMgN2O7P2
Source: the Open Molecules 2025 dataset
Level of theory: ωB97M-V/def2-TZVPD

Geometry as XYZ:
```
58
Properties=species:S:1:pos:R:3:lowdin_charge:R:1
Mg 0.30 0.94 0.45 0.670
C 3.03 -2.59 -2.00 -0.069
C 1.95 -2.14 -1.03 -0.567
O 1.41 -3.29 -0.34 -0.092
P 2.65 -1.17 0.34 0.508
O 3.38 -2.27 1.22 -0.091
O 3.85 -0.29 -0.18 -0.087
O 1.63 -0.40 1.12 -0.297
P 0.53 -1.27 -1.86 0.350
O 0.91 0.31 -1.49 -0.212
O 0.57 -1.41 -3.33 -0.286
O -0.62 -1.63 -0.97 -0.315
H 3.81 -3.16 -1.49 0.083
H 3.48 -1.73 -2.50 0.087
H 2.56 -3.22 -2.76 0.086
H 0.46 -3.08 -0.24 0.060
H 2.82 -3.07 1.19 0.086
H 3.75 0.67 -0.04 0.057
H 0.90 0.86 -2.28 0.105
C 5.09 3.92 -0.11 -0.130
C 4.73 2.87 0.72 -0.123
C 3.39 2.54 0.90 -0.091
C 2.36 3.26 0.26 -0.289
C 2.74 4.36 -0.54 -0.038
C 4.08 4.66 -0.72 -0.111
N 1.07 2.85 0.44 -0.109
N 0.13 3.75 0.12 0.022
C -1.18 3.29 0.23 -0.348
C -2.17 4.27 0.05 -0.070
C -3.51 3.94 0.13 -0.132
C -3.88 2.62 0.40 -0.131
C -2.89 1.65 0.57 -0.159
C -1.53 1.94 0.50 -0.133
H 6.13 4.17 -0.27 0.085
H 5.49 2.30 1.24 0.101
H 3.10 1.78 1.62 0.103
H 1.96 4.94 -1.02 0.090
H 4.34 5.50 -1.36 0.093
H -1.86 5.29 -0.16 0.091
H -4.27 4.70 -0.01 0.085
H -4.93 2.35 0.46 0.082
H -3.21 0.63 0.75 0.058
C -4.12 -2.01 -0.57 -0.222
Ge -3.20 -3.02 0.83 0.727
C -2.16 -4.45 -0.03 -0.225
C -4.49 -3.84 2.05 -0.242
C -2.06 -1.83 1.83 -0.084
H -4.72 -2.68 -1.20 0.013
H -3.37 -1.52 -1.19 0.012
H -4.78 -1.26 -0.14 0.010
H -2.83 -5.22 -0.41 0.012
H -1.46 -4.91 0.67 0.015
H -1.60 -4.03 -0.87 0.002
H -5.17 -4.50 1.51 0.008
H -5.09 -3.08 2.55 0.010
H -3.98 -4.43 2.82 0.009
H -2.17 -1.62 2.88 -0.012
H -1.36 -1.23 1.27 -0.054
```

Computed properties:
* HOMO-LUMO gap (alpha / beta): 7.51 / 5.32 eV
* net charge: -1

| no. | F_max (eV/Å) |
| --- | --- |
| 1 | 0.8 |
| 2 | 0.1 |